{
  "formula": "C35H35Br2N3O7Sn",
  "method": "ωB97M-V/def2-TZVPD",
  "energy_ev": -201585.341,
  "orbital_gap_ev": 6.6020,
  "homo_energy_ev": -7.18,
  "relative_energy_kj_mol": 79.4,
  "elements": ["Sn", "O", "C", "O", "C", "C", "C", "C", "C", "N", "C", "O", "O", "H", "H", "H", "H", "H", "C", "C", "C", "C", "C", "C", "C", "Br", "C", "O", "C", "C", "C", "C", "C", "C", "H", "H", "H", "H", "H", "H", "H", "H", "H", "H", "H", "H", "H", "H", "H", "H", "H", "H", "H", "H", "C", "C", "C", "C", "C", "Br", "N", "C", "H", "H", "H", "H", "H", "H", "O", "C", "N", "C", "O", "C", "C", "C", "C", "C", "C", "H", "H", "H", "H"],
  "coordinates": [[0.098, 0.397, -1.886], [-4.137, 2.009, -1.380], [-3.295, 1.337, -2.164], [-2.483, 1.856, -2.884], [-3.442, -0.148, -2.044], [-4.598, -0.754, -1.573], [-4.627, -2.137, -1.514], [-3.523, -2.861, -1.930], [-2.406, -2.169, -2.384], [-2.373, -0.839, -2.434], [-1.208, -2.855, -2.995], [-1.105, -4.184, -2.817], [-0.498, -2.271, -3.764], [-3.916, 2.951, -1.409], [-5.444, -0.156, -1.269], [-5.507, -2.649, -1.149], [-3.544, -3.941, -1.923], [-1.405, -4.424, -1.931], [0.666, 3.911, 5.687], [-0.681, 3.549, 5.042], [-1.455, 4.845, 4.783], [-1.503, 2.705, 6.026], [-0.408, 2.760, 3.768], [-0.682, 3.260, 2.510], [-0.414, 2.487, 1.394], [-0.866, 3.257, -0.304], [0.149, 1.199, 1.421], [0.323, 0.463, 0.341], [0.512, 0.735, 2.722], [0.194, 1.503, 3.829], [1.219, -0.609, 2.892], [0.232, -1.733, 2.541], [2.455, -0.685, 1.980], [1.718, -0.842, 4.322], [0.514, 4.531, 6.574], [1.285, 4.466, 4.981], [1.210, 3.014, 5.984], [-1.637, 5.344, 5.736], [-2.421, 4.639, 4.318], [-0.893, 5.530, 4.148], [-1.714, 3.286, 6.927], [-0.975, 1.801, 6.325], [-2.453, 2.413, 5.575], [-1.100, 4.244, 2.361], [0.435, 1.105, 4.805], [-0.090, -1.651, 1.505], [-0.652, -1.680, 3.180], [0.712, -2.705, 2.683], [2.177, -0.561, 0.938], [2.943, -1.656, 2.095], [3.172, 0.096, 2.241], [0.895, -0.930, 5.033], [2.388, -0.041, 4.639], [2.278, -1.778, 4.352], [-1.649, -0.110, -7.770], [-0.609, 0.438, -6.836], [0.550, 1.065, -7.278], [1.455, 1.585, -6.365], [1.156, 1.440, -5.024], [2.265, 2.161, -3.666], [0.079, 0.827, -4.583], [-0.786, 0.338, -5.460], [-1.391, 0.084, -8.809], [-2.616, 0.347, -7.560], [-1.757, -1.187, -7.631], [0.742, 1.154, -8.340], [2.357, 2.088, -6.679], [-1.656, -0.144, -5.031], [-0.021, -2.395, -0.592], [1.178, -2.234, -0.835], [1.641, -1.301, -1.697], [3.010, -1.430, -1.857], [3.695, -0.754, -2.589], [3.461, -2.534, -0.941], [4.716, -3.024, -0.660], [4.826, -3.982, 0.345], [3.704, -4.425, 1.031], [2.432, -3.953, 0.713], [2.330, -3.008, -0.284], [5.586, -2.651, -1.185], [5.801, -4.374, 0.603], [3.818, -5.147, 1.829], [1.559, -4.311, 1.243]],
  "mulliken_charge": [1.313, -0.488, 0.007, -0.443, 0.520, -0.607, -0.681, -0.923, 0.759, 0.467, 0.128, -0.612, -0.380, 0.389, 0.540, 0.447, 0.464, 0.377, -1.592, 2.109, -2.175, -1.669, -0.226, -0.393, -0.257, -0.293, 0.042, -0.256, -0.652, -0.239, 2.670, -1.257, -1.560, -2.379, 0.452, 0.351, 0.329, 0.455, 0.423, 0.366, 0.477, 0.303, 0.353, 0.465, 0.342, 0.108, 0.312, 0.282, 0.051, 0.372, 0.459, 0.379, 0.438, 0.466, -1.391, 0.498, -0.410, -0.647, 0.212, -0.163, 0.079, -0.439, 0.367, 0.330, 0.311, 0.372, 0.440, 0.399, -0.677, 0.444, 0.266, -0.055, -0.688, 0.162, -0.642, -0.428, -0.716, -0.255, 0.474, 0.494, 0.411, 0.428, 0.490]
}

{
  "formula": "C24H29N3O5S",
  "method": "ωB97M-V/def2-TZVPD",
  "energy_ev": -50900.382,
  "orbital_gap_ev": 7.7320,
  "homo_energy_ev": -7.77,
  "smiles": "COc1ccc(/C=C/C(=O)N2CCN(c3ccccc3)CC2)cc1S(=O)(=O)N1CCOCC1",
  "relative_energy_kj_mol": 326.7,
  "elements": ["C", "O", "C", "C", "C", "C", "C", "C", "C", "O", "N", "C", "C", "N", "C", "C", "C", "C", "C", "C", "C", "C", "C", "C", "S", "O", "O", "N", "C", "C", "O", "C", "C", "H", "H", "H", "H", "H", "H", "H", "H", "H", "H", "H", "H", "H", "H", "H", "H", "H", "H", "H", "H", "H", "H", "H", "H", "H", "H", "H", "H", "H"],
  "coordinates": [[3.345, 2.260, -5.522], [2.928, 2.392, -4.180], [1.823, 1.737, -3.771], [1.113, 0.803, -4.528], [0.014, 0.160, -3.995], [-0.438, 0.424, -2.700], [-1.600, -0.273, -2.186], [-2.222, -0.037, -1.025], [-3.411, -0.836, -0.662], [-3.960, -1.580, -1.462], [-3.883, -0.686, 0.605], [-3.227, 0.077, 1.651], [-3.827, -0.318, 3.009], [-3.894, -1.749, 3.146], [-2.873, -2.480, 3.727], [-1.663, -1.911, 4.135], [-0.692, -2.678, 4.751], [-0.887, -4.029, 4.972], [-2.082, -4.605, 4.575], [-3.062, -3.847, 3.967], [-4.744, -2.385, 2.151], [-5.065, -1.418, 1.005], [0.272, 1.368, -1.954], [1.371, 2.005, -2.477], [2.205, 3.205, -1.423], [1.357, 3.402, -0.281], [2.614, 4.350, -2.173], [3.576, 2.458, -0.852], [3.375, 1.304, -0.009], [4.658, 1.078, 0.796], [5.774, 0.938, -0.052], [5.947, 2.080, -0.863], [4.710, 2.318, -1.732], [2.555, 2.555, -6.218], [4.191, 2.936, -5.628], [3.667, 1.237, -5.742], [1.420, 0.571, -5.536], [-0.516, -0.561, -4.600], [-2.004, -1.059, -2.812], [-1.901, 0.747, -0.361], [-3.355, 1.156, 1.489], [-2.158, -0.157, 1.659], [-3.237, 0.109, 3.818], [-4.842, 0.082, 3.101], [-1.456, -0.865, 3.968], [0.235, -2.210, 5.051], [-0.123, -4.623, 5.449], [-2.259, -5.657, 4.747], [-3.995, -4.315, 3.694], [-5.685, -2.724, 2.606], [-4.224, -3.256, 1.741], [-5.406, -1.977, 0.133], [-5.851, -0.713, 1.296], [-0.019, 1.639, -0.952], [2.534, 1.522, 0.649], [3.153, 0.408, -0.611], [4.597, 0.155, 1.374], [4.808, 1.931, 1.474], [6.826, 1.884, -1.479], [6.124, 2.963, -0.233], [4.791, 3.236, -2.310], [4.580, 1.462, -2.411]],
  "nbo_charge": [-0.254, -0.486, 0.324, -0.310, -0.121, -0.136, -0.096, -0.312, 0.655, -0.642, -0.436, -0.226, -0.220, -0.453, 0.271, -0.316, -0.171, -0.264, -0.181, -0.297, -0.215, -0.243, -0.150, -0.325, 2.333, -0.949, -0.922, -0.674, -0.266, -0.072, -0.521, -0.074, -0.258, 0.186, 0.209, 0.179, 0.227, 0.219, 0.231, 0.203, 0.195, 0.203, 0.224, 0.199, 0.204, 0.209, 0.212, 0.212, 0.213, 0.190, 0.208, 0.265, 0.187, 0.243, 0.238, 0.183, 0.200, 0.171, 0.198, 0.171, 0.243, 0.182]
}

{
  "formula": "C15H14N4O3S",
  "method": "ωB97M-V/def2-TZVPD",
  "energy_ev": -38718.647,
  "orbital_gap_ev": 9.7347,
  "homo_energy_ev": -9.29,
  "smiles": "CN(Cc1nc(-c2cccnc2)no1)S(=O)(=O)c1ccccc1",
  "relative_energy_kj_mol": 258.3,
  "elements": ["C", "N", "C", "C", "N", "C", "C", "C", "C", "C", "N", "C", "N", "O", "S", "O", "O", "C", "C", "C", "C", "C", "C", "H", "H", "H", "H", "H", "H", "H", "H", "H", "H", "H", "H", "H", "H"],
  "coordinates": [[-1.141, -2.249, -0.268], [0.212, -1.937, -0.677], [0.348, -1.347, -1.993], [-0.021, 0.094, -1.973], [-1.033, 0.630, -1.368], [-0.843, 1.969, -1.574], [-1.733, 2.976, -1.038], [-2.637, 2.647, -0.030], [-3.468, 3.639, 0.461], [-3.358, 4.915, -0.074], [-2.502, 5.235, -1.031], [-1.709, 4.293, -1.501], [0.220, 2.217, -2.294], [0.765, 1.003, -2.555], [1.037, -1.043, 0.515], [0.149, -0.184, 1.242], [2.182, -0.467, -0.122], [1.553, -2.386, 1.576], [2.502, -3.269, 1.097], [2.899, -4.330, 1.893], [2.342, -4.494, 3.153], [1.393, -3.600, 3.623], [0.994, -2.537, 2.830], [-1.769, -1.355, -0.243], [-1.561, -2.983, -0.955], [-1.088, -2.679, 0.730], [-0.279, -1.901, -2.698], [1.395, -1.422, -2.293], [-2.659, 1.639, 0.354], [-4.180, 3.430, 1.244], [-3.983, 5.725, 0.279], [-1.020, 4.583, -2.282], [2.918, -3.103, 0.117], [3.641, -5.027, 1.534], [2.653, -5.322, 3.772], [0.967, -3.730, 4.606], [0.265, -1.815, 3.164]],
  "nbo_charge": [-0.433, -0.652, -0.289, 0.506, -0.502, 0.304, -0.148, -0.131, -0.257, 0.044, -0.414, 0.078, -0.134, -0.258, 2.286, -0.929, -0.934, -0.252, -0.190, -0.213, -0.185, -0.211, -0.217, 0.226, 0.206, 0.213, 0.237, 0.252, 0.237, 0.221, 0.193, 0.208, 0.233, 0.221, 0.219, 0.222, 0.244]
}